1.
The molecule CH2N2O3S at a distorted geometry, computed with ωB97M-V/def2-TZVPD.

Each line ends with the Mulliken charge.
CARTESIAN COORDINATES (ANGSTROEM)
C: -0.3063 0.1506 0.1540  0.626
N: -1.5580 -0.4514 -0.0534  -0.450
N: -0.0356 1.4359 0.2306  -0.100
O: -0.8169 2.4245 0.0296  -0.392
O: 0.7536 -0.6383 0.3231  -0.329
O: 3.1832 -1.3618 0.3910  -0.371
S: 2.3183 -0.3466 -0.1875  0.481
H: -2.1062 0.2166 -0.5537  0.261
H: -1.4321 -1.4294 -0.3337  0.273

Atomic forces in eV per Å
-0.1 2.2 -0.8
2.7 0.2 1.1
-0.6 -0.4 0.6
0.1 -1.2 -0.3
-0.1 -2.1 0.5
-0.5 0.0 0.2
0.0 0.8 -0.4
-0.9 -0.2 -0.6
-0.6 0.8 -0.1

2S+1	1
frontier orbital gap (alpha / beta)	7.67 / 7.45	eV

***

2.
A 2-piece molecular cluster, CH3BrOS overall at a distorted geometry, computed with ωB97M-V/def2-TZVPD.

Each line ends with the Mulliken charge.
CARTESIAN COORDINATES (ANGSTROEM)
C: -0.0141 -0.0212 0.0222  -0.972
O: 0.9801 -0.3623 3.7173  -0.342
S: 1.7751 -0.7878 2.5849  0.387
Br: 1.3976 -2.9184 2.1516  -0.069
H: -0.4952 -0.9316 0.1602  0.366
H: 1.0269 -0.1400 -0.4272  0.275
H: -0.1366 0.9280 0.4337  0.355

Atomic forces in eV per Å
3.9 -0.3 -1.5
-0.5 0.2 0.7
0.4 0.0 -0.8
0.0 -0.2 0.0
-1.3 -1.0 0.5
-1.6 0.1 0.4
-1.0 1.1 0.8

2S+1	1
frontier orbital gap (alpha / beta)	7.71 / 8.85	eV

***

3.
C13H20BN8O8P2RuS as an isolated structure at a distorted geometry, computed with ωB97M-V/def2-TZVPD.

Each line ends with the Mulliken charge.
CARTESIAN COORDINATES (ANGSTROEM)
Ru: -0.0436 0.5263 0.2015  0.076
C: -3.1995 0.6293 3.0935  -1.379
C: -2.2800 -0.0536 2.2936  -0.523
N: -1.5621 0.8230 1.6009  0.624
N: -1.9855 2.0588 1.9263  0.120
C: -2.9758 1.9653 2.8251  -0.033
B: -1.2792 3.2715 1.2904  -0.042
N: -1.4437 3.1072 -0.2448  0.091
C: -2.1034 3.8544 -1.1312  -0.129
C: -1.9565 3.2876 -2.3877  -1.259
C: -1.1690 2.1651 -2.1701  -0.170
N: -0.8534 2.0721 -0.8789  0.624
N: 0.2200 3.1828 1.6391  0.034
C: 0.9984 4.0187 2.3443  -0.084
C: 2.2652 3.4770 2.4200  -1.254
C: 2.1754 2.2757 1.7117  -0.319
N: 0.9419 2.1197 1.2457  0.483
H: -3.9221 0.2079 3.7689  0.431
H: -2.1161 -1.1114 2.1560  0.578
H: -3.4465 2.8543 3.2094  0.449
H: -1.7377 4.3076 1.6736  -0.102
H: -2.6358 4.7337 -0.8102  0.449
H: -2.3593 3.6399 -3.3200  0.416
H: -0.8035 1.4350 -2.8704  0.305
H: 0.5940 4.9334 2.7439  0.436
H: 3.1278 3.8895 2.9117  0.414
H: 2.9227 1.5244 1.5155  0.473
O: 0.9922 -2.8336 3.0153  -0.573
P: 1.4692 -2.3015 1.5987  0.080
O: 2.9240 -2.4173 1.4163  -0.836
O: 0.8152 -0.9561 1.3602  0.015
O: 0.7912 -3.4267 0.5796  -0.314
P: -0.6955 -3.2061 0.0834  0.701
O: -0.9952 -4.4953 -0.7905  -0.577
O: -1.6549 -2.9641 1.1671  -0.792
O: -0.4243 -2.0427 -0.9453  0.279
H: 0.0397 -2.7017 3.1290  0.369
H: -1.8083 -4.9224 -0.4930  0.361
C: 2.8498 -3.4323 -1.7922  -1.154
N: 2.6819 -2.0378 -1.4004  0.015
C: 1.9838 -1.0815 -1.9727  0.609
S: 1.9604 0.4793 -1.1867  -0.401
N: 1.3691 -1.1836 -3.1536  -0.141
C: 0.9364 -2.3788 -3.8693  -0.934
H: 3.3833 -3.9142 -0.9778  0.362
H: 3.4425 -3.5164 -2.7020  0.339
H: 1.8954 -3.9398 -1.9137  0.361
H: 2.9623 -1.8493 -0.4352  0.348
H: 0.8985 -0.3281 -3.3972  0.265
H: 1.7743 -3.0181 -4.1286  0.288
H: 0.4704 -2.0491 -4.7944  0.380
H: 0.2049 -2.9420 -3.2897  0.275
O: -2.4042 -0.9454 -0.9742  -0.520
C: -1.2346 -0.7904 -0.8908  0.486

Atomic forces in eV per Å
0.2 1.0 -1.4
0.1 0.0 0.0
-0.1 0.0 0.0
0.0 -0.4 -0.2
0.1 0.1 0.1
0.1 0.0 0.0
0.0 -0.1 0.1
0.3 0.1 0.0
0.0 0.0 0.0
0.0 0.0 0.0
0.1 0.1 0.0
-0.3 -0.4 0.2
-0.1 0.1 -0.1
0.0 0.0 0.0
0.0 0.0 0.0
0.0 0.0 0.0
0.2 -0.4 0.4
0.0 0.0 0.0
0.0 0.0 0.0
0.0 0.0 0.0
-0.1 0.0 0.0
0.0 0.0 0.0
0.0 0.0 0.0
0.0 0.0 0.0
0.0 0.0 0.0
0.0 0.0 0.0
0.0 0.0 0.0
0.0 0.1 0.0
0.2 0.0 0.0
0.0 0.0 0.0
-0.4 -0.2 0.0
0.0 -0.1 0.3
0.2 0.5 -0.1
0.1 0.0 0.0
-0.1 -0.1 0.0
-0.3 -0.7 -0.7
0.0 0.0 0.0
0.0 0.0 0.0
0.0 0.0 0.0
-0.2 0.0 0.1
0.2 -0.2 0.0
-0.5 0.2 0.0
0.0 0.0 0.0
0.0 0.0 0.0
0.0 0.0 0.0
0.0 0.0 0.0
0.0 0.0 0.0
0.1 0.0 0.0
0.0 0.0 0.0
0.0 0.0 0.0
0.0 0.0 0.0
0.0 0.0 0.0
-0.1 0.4 -1.0
0.3 -0.2 2.4

2S+1	2
frontier orbital gap (alpha / beta)	9.13 / 7.41	eV
expectation value of S²	0.7557

***

4.
C33H31N8O2PS2Sn as an isolated structure, computed with ωB97M-V/def2-TZVPD.

Each line ends with the Mulliken charge.
CARTESIAN COORDINATES (ANGSTROEM)
Sn: 0.1724 0.0726 -0.3448  0.907
C: 1.1316 -3.9376 -2.4100  -0.966
C: 1.3579 -4.9284 -1.4596  -0.402
C: 1.5215 -4.5671 -0.1422  -0.672
C: 1.4517 -3.2101 0.2202  -0.032
N: 1.2355 -2.2690 -0.7015  0.489
C: 1.0783 -2.6299 -1.9780  -0.286
N: 1.6326 -2.9405 1.5631  -0.421
C: 1.5860 -1.7831 2.1331  -0.416
N: 1.3629 -0.5066 1.6636  0.710
C: 1.4116 0.3587 2.7277  -0.318
N: 1.2948 1.6420 2.8166  -0.442
C: 1.2002 2.5297 1.7649  0.069
C: 1.1143 3.8846 2.1312  -0.765
C: 1.1110 4.8574 1.1597  -0.380
C: 1.2182 4.4774 -0.1750  -1.131
C: 1.2792 3.1318 -0.4631  -0.143
N: 1.2464 2.1735 0.4724  0.472
C: 1.6770 -0.4055 3.9724  0.065
C: 1.8219 -0.0018 5.2866  -0.090
C: 2.0956 -0.9871 6.2269  -0.627
C: 2.2226 -2.3254 5.8524  -0.651
C: 2.0779 -2.7169 4.5274  0.012
C: 1.8022 -1.7273 3.6022  0.051
H: 0.9950 -4.1698 -3.4570  0.449
H: 1.4034 -5.9714 -1.7484  0.380
H: 1.7004 -5.2921 0.6384  0.513
H: 0.9088 -1.8174 -2.6787  0.354
H: 1.0597 4.1169 3.1844  0.496
H: 1.0378 5.9025 1.4347  0.395
H: 1.2388 5.2013 -0.9776  0.459
H: 1.3524 2.7784 -1.4831  0.410
H: 1.7192 1.0411 5.5554  0.536
H: 2.2118 -0.7183 7.2700  0.395
H: 2.4345 -3.0676 6.6128  0.395
H: 2.1706 -3.7491 4.2164  0.533
C: -6.3278 0.6951 2.5508  -0.993
C: -4.8274 0.6528 2.7521  -0.292
O: -4.2399 -0.3471 1.9126  -0.345
P: -3.3361 0.0881 0.6382  0.712
S: -2.6560 -1.5822 -0.1408  -0.450
S: -2.0828 1.5433 1.1321  -0.546
O: -4.4258 0.7981 -0.3455  -0.318
C: -5.4471 -0.0088 -0.9518  -0.454
C: -5.1830 -0.1452 -2.4349  -1.039
H: -6.7809 1.4123 3.2390  0.393
H: -6.7693 -0.2859 2.7319  0.267
H: -6.5667 1.0007 1.5324  0.137
H: -4.5793 0.3775 3.7789  0.348
H: -4.3722 1.6246 2.5521  0.286
H: -6.3989 0.4958 -0.7670  0.278
H: -5.4798 -0.9906 -0.4755  0.460
H: -5.1392 0.8368 -2.9079  0.211
H: -5.9776 -0.7245 -2.9118  0.418
H: -4.2317 -0.6518 -2.5949  0.192
C: 5.7570 -1.1354 -1.7023  -0.570
C: 5.2257 -0.9837 -2.9772  -0.568
C: 3.9637 -0.4451 -3.1648  -0.645
C: 3.1951 -0.0442 -2.0609  -0.340
C: 3.7415 -0.1905 -0.7798  0.274
C: 5.0027 -0.7313 -0.6065  -0.651
N: 1.9023 0.4686 -2.1666  1.371
N: 1.5553 0.7607 -3.4116  -0.890
C: 0.2967 1.2552 -3.5684  0.078
C: -0.1287 1.5799 -4.8790  -0.808
C: -1.3906 2.0824 -5.0638  -0.248
C: -2.2357 2.2627 -3.9611  -0.938
C: -1.7538 1.9205 -2.7135  -0.592
N: -0.5236 1.4420 -2.5142  0.340
H: 6.7414 -1.5651 -1.5639  0.374
H: 5.8011 -1.2951 -3.8420  0.357
H: 3.5478 -0.3352 -4.1553  0.380
H: 3.1647 0.1184 0.0819  0.327
H: 5.3974 -0.8398 0.3970  0.386
H: 0.5577 1.4210 -5.6992  0.491
H: -1.7317 2.3360 -6.0609  0.359
H: -3.2383 2.6521 -4.0720  0.451
H: -2.3615 2.0307 -1.8192  0.449

Atomic forces in eV per Å
0.0 0.0 -0.2
0.0 0.0 -0.1
0.0 0.0 0.1
0.0 0.1 0.0
0.1 0.0 -0.1
0.0 -0.1 0.0
0.0 0.0 0.1
0.0 0.2 0.1
0.0 -0.2 -0.1
0.0 0.0 0.0
0.0 0.1 0.0
0.0 -0.1 -0.1
0.0 0.0 0.1
0.0 0.0 -0.1
0.0 -0.1 0.0
0.0 0.0 0.0
0.0 0.0 0.0
0.0 0.0 0.0
0.0 -0.1 0.1
0.0 0.0 -0.1
0.0 0.0 0.0
0.0 0.0 0.0
0.0 0.0 -0.1
0.0 0.0 0.1
0.0 0.0 0.0
0.0 0.0 0.0
0.0 0.0 0.0
0.0 0.0 0.0
0.0 0.0 0.0
0.0 0.0 0.0
0.0 0.0 0.0
0.0 0.0 0.0
0.0 0.0 0.0
0.0 0.0 0.0
0.0 0.0 0.0
0.0 0.0 0.0
0.0 0.0 0.0
0.0 0.0 0.0
0.0 0.1 0.0
0.0 0.0 -0.1
-0.1 0.0 0.1
-0.1 0.0 0.0
0.0 0.0 0.1
0.1 0.0 0.0
0.0 0.0 0.0
0.0 0.0 0.0
0.0 0.0 0.0
0.0 0.0 0.0
0.0 0.0 0.0
0.0 0.0 0.0
0.0 0.0 0.0
0.0 0.0 0.0
0.0 0.0 0.0
0.0 0.0 0.0
0.0 0.0 0.0
0.0 0.0 0.0
0.0 0.0 0.0
0.0 0.0 0.0
0.0 0.0 0.0
0.0 0.0 0.0
0.0 0.0 0.0
-0.1 0.1 0.0
0.0 -0.1 0.0
0.0 0.0 0.1
0.0 0.0 0.0
0.0 0.0 0.0
-0.1 0.0 0.0
0.0 0.0 -0.1
0.0 0.1 0.1
0.0 0.0 0.0
0.0 0.0 0.0
0.0 0.0 0.0
0.0 0.0 0.0
0.0 0.0 0.0
0.0 0.0 0.0
0.0 0.0 0.0
0.0 0.0 0.0
0.0 0.0 0.0

total charge	-1
2S+1	2
frontier orbital gap (alpha / beta)	5.46 / 6.22	eV
expectation value of S²	0.7723

***

5.
C2H5NO2 as an isolated structure at a distorted geometry, computed with ωB97M-V/def2-TZVPD.

Each line ends with the Mulliken charge.
CARTESIAN COORDINATES (ANGSTROEM)
O: -1.1600 -1.1037 -1.5446  -0.597
C: 0.0188 -1.2612 -1.2743  0.229
O: 0.5733 -1.0208 -0.1289  -0.499
H: 0.7565 -1.5383 -2.0558  0.364
C: -0.3941 0.2929 0.8367  -0.352
N: 0.2210 1.5010 0.9327  -0.415
H: -0.2664 -0.4131 1.6418  0.266
H: -1.1938 0.1292 0.1301  0.458
H: 0.3428 1.9524 0.0332  0.268
H: 1.1020 1.4616 1.4292  0.278

Atomic forces in eV per Å
0.2 -0.1 -0.1
-0.2 0.5 -0.3
0.1 1.3 0.6
-0.2 -0.4 0.2
1.2 -1.6 -0.8
0.3 -1.2 -0.7
-0.6 0.5 0.5
-0.5 0.5 0.3
-0.3 0.2 0.2
-0.1 0.2 0.2

2S+1	1
frontier orbital gap	10.38	eV

***

6.
C22H28CoN3O8 as an isolated structure at a distorted geometry, computed with ωB97M-V/def2-TZVPD.

Each line ends with the Mulliken charge.
CARTESIAN COORDINATES (ANGSTROEM)
Co: -0.7793 1.0753 -0.3853  1.265
N: -1.9114 2.4057 1.1647  -0.330
C: -2.8118 1.6590 2.0230  -0.810
C: -2.1590 0.3089 2.3515  -0.226
N: -1.7406 -0.3198 1.1177  -0.053
H: -1.1143 2.7613 1.6816  0.168
H: -2.3624 3.1637 0.6701  0.255
H: -3.7365 1.4758 1.4733  0.383
H: -3.0500 2.1939 2.9593  0.377
H: -2.8646 -0.3071 2.9343  0.409
H: -1.2718 0.4972 2.9623  -0.121
H: -2.5270 -0.7468 0.6120  0.333
H: -1.0221 -1.0230 1.2696  0.173
N: 0.8535 0.9352 -1.9210  -0.226
C: 0.6088 1.8632 -3.0198  -0.513
C: -0.5554 2.8616 -2.6828  0.455
O: -0.8708 3.6668 -3.5493  -0.763
O: -1.0438 2.7680 -1.5261  -0.687
H: 1.7563 1.0841 -1.4882  0.128
H: 0.7622 -0.0328 -2.2031  0.314
H: 0.3220 1.3332 -3.9303  0.272
H: 1.4917 2.4715 -3.2422  0.301
C: 5.5153 2.0166 5.2736  -1.463
C: 4.4905 1.4918 4.3117  0.737
C: 3.5104 0.6036 4.7223  -0.982
C: 2.5365 0.1446 3.8456  0.941
C: 1.5135 -0.8421 4.3208  -1.345
C: 2.5352 0.6015 2.5273  0.722
C: 3.5445 1.4634 2.0900  0.959
C: 3.6015 1.8993 0.6573  -1.351
C: 4.5094 1.8965 2.9851  -0.983
C: 1.4169 0.1781 1.5721  0.008
O: 1.1759 -1.0178 1.4178  -0.697
O: 0.8147 1.1498 1.0335  -0.594
H: 5.4975 1.4538 6.2041  0.355
H: 5.3140 3.0639 5.5032  0.288
H: 6.5132 1.9551 4.8414  0.347
H: 3.4995 0.2638 5.7505  0.255
H: 1.6462 -1.0577 5.3803  0.381
H: 1.6034 -1.7646 3.7502  0.296
H: 0.5059 -0.4657 4.1555  0.089
H: 3.7569 1.0324 0.0135  0.285
H: 4.4133 2.6057 0.4954  0.364
H: 2.6576 2.3594 0.3739  0.172
H: 5.2844 2.5748 2.6489  0.325
O: -3.3910 -1.4431 -0.8508  -0.906
C: -2.5369 -1.2423 -1.7224  0.433
O: -1.5629 -0.4522 -1.6775  -0.799
C: -2.6363 -2.0696 -3.0042  0.134
C: -1.5437 -2.2025 -3.8489  -0.296
C: -1.5956 -2.9840 -4.9995  -1.035
C: -2.7864 -3.6134 -5.2679  0.916
O: -3.1138 -4.4410 -6.3253  -0.497
C: -4.4329 -4.8635 -6.0765  -0.222
O: -4.9401 -4.2157 -4.9366  -0.493
C: -3.8887 -3.4770 -4.4269  0.976
C: -3.8420 -2.7163 -3.2877  -1.055
H: -0.6309 -1.6877 -3.5927  0.268
H: -0.7450 -3.0999 -5.6520  0.422
H: -4.4405 -5.9575 -5.9117  0.231
H: -5.0658 -4.6279 -6.9479  0.222
H: -4.6798 -2.6104 -2.6183  0.484

Atomic forces in eV per Å
-0.3 0.0 0.3
0.2 0.1 -0.3
0.1 -0.3 0.4
-0.1 0.3 0.1
0.0 -0.2 -0.2
0.0 0.0 -0.1
0.1 0.0 0.0
0.0 0.1 0.0
-0.1 -0.2 -0.2
0.2 0.2 0.0
0.0 0.0 0.1
0.2 0.1 0.0
0.1 0.1 0.0
0.1 -0.3 0.3
-0.6 0.5 0.1
0.8 -0.2 -0.9
0.0 0.1 -0.3
-0.4 -0.4 1.1
-0.1 -0.1 0.0
0.1 0.0 0.0
0.1 0.1 0.1
-0.1 -0.1 0.0
0.0 0.0 0.0
0.1 -0.1 0.0
0.1 0.1 0.0
0.0 0.0 -0.1
0.0 -0.1 0.0
-0.1 -0.1 0.0
-0.1 0.0 0.0
0.0 0.1 -0.1
-0.1 -0.1 0.1
0.4 0.2 0.4
0.0 -0.5 -0.1
-0.5 0.5 -0.4
0.1 0.0 0.1
0.1 0.1 0.1
0.1 0.0 0.1
0.0 0.0 0.1
0.0 0.0 0.1
-0.1 0.0 0.0
-0.1 0.0 0.0
0.0 0.0 -0.1
0.1 0.0 0.0
0.0 0.1 -0.1
0.1 0.0 -0.1
-0.4 0.0 0.2
-0.1 -0.5 -0.5
0.7 0.6 -0.1
0.1 0.1 0.2
-0.1 0.1 0.2
-0.2 -0.2 -0.3
-0.4 0.0 0.3
0.5 0.4 0.2
-0.6 -0.9 -0.6
0.0 0.4 0.4
0.5 -0.1 -0.3
-0.1 -0.2 -0.2
0.0 0.1 0.0
0.1 0.0 -0.1
0.0 0.3 0.0
0.2 0.0 0.2
-0.1 0.0 0.1

total charge	-1
2S+1	4
frontier orbital gap (alpha / beta)	8.25 / 8.38	eV
expectation value of S²	3.7558

***

7.
The molecule C4H10N2 at a distorted geometry, computed with ωB97M-V/def2-TZVPD.

Each line ends with the Mulliken charge.
CARTESIAN COORDINATES (ANGSTROEM)
C: -2.0872 -0.1648 -0.2464  -0.815
N: -0.8463 0.8299 0.3659  -0.508
N: -0.0688 1.3290 -0.7976  -0.583
C: 0.4243 0.2677 0.0207  1.423
C: 0.4930 -1.0981 -0.6643  -1.427
C: 1.5646 0.4525 1.0624  -1.498
H: -2.9931 0.4683 -0.1290  0.284
H: -1.8091 -0.3993 -1.1895  0.408
H: -2.0679 -1.0978 0.3283  0.282
H: 0.3182 2.1302 -0.3541  0.287
H: 0.2573 -2.0440 -0.0318  0.217
H: 1.5761 -1.0851 -0.9639  0.344
H: -0.2408 -1.0052 -1.4032  0.486
H: 1.2606 1.1736 1.7574  0.488
H: 2.5309 0.7787 0.6571  0.310
H: 1.6884 -0.5356 1.5881  0.301

Atomic forces in eV per Å
1.3 3.0 4.3
-2.9 -2.5 -1.1
-0.1 -0.3 0.1
1.0 -1.8 1.5
1.6 -0.1 1.9
-0.4 -1.5 -1.0
0.6 -0.8 -0.2
0.2 -0.2 -3.1
-0.3 0.5 0.3
0.5 1.4 -0.3
0.5 1.9 -0.7
-1.2 -0.8 -0.5
-0.1 -0.6 -1.8
-0.5 1.1 1.2
-0.3 -0.3 -0.2
0.0 1.0 -0.4

2S+1	1
frontier orbital gap	10.63	eV
SMILES	CN1NC1(C)C

***

8.
A 2-piece molecular cluster, C5H13NS overall at a distorted geometry, computed with ωB97M-V/def2-TZVPD.

Each line ends with the Mulliken charge.
CARTESIAN COORDINATES (ANGSTROEM)
C: 0.0029 0.9712 -1.1368  -0.334
C: -0.5848 1.4726 0.1896  -0.623
C: -1.2029 0.4247 1.1404  -0.715
S: -2.1448 -0.8636 0.4377  -0.183
C: 1.0275 -0.1734 -1.0710  -0.824
N: 2.0728 0.0993 -0.1519  -0.182
C: 2.8481 -1.0698 0.2402  -0.951
H: 0.5693 1.9466 -1.6834  0.224
H: -0.8603 0.5093 -1.7108  0.153
H: -1.3467 2.2287 -0.1190  0.330
H: 0.2410 1.9535 0.7914  0.344
H: -0.4724 -0.1504 1.7341  0.288
H: -1.7298 0.9481 1.8786  0.394
H: -2.9559 0.6334 -0.6819  0.096
H: 0.6636 -1.1664 -0.8586  0.451
H: 1.4305 -0.3641 -2.0697  0.392
H: 2.6919 0.8478 -0.3841  0.229
H: 2.4318 -1.9402 -0.1703  0.320
H: 2.7156 -1.0528 1.3221  0.293
H: 3.8835 -1.0227 -0.1626  0.298

Atomic forces in eV per Å
0.5 0.5 -1.3
1.2 0.1 0.3
1.8 0.0 -0.2
-2.5 2.6 -2.9
0.3 0.7 -0.9
0.3 -0.2 0.8
0.6 1.7 0.4
-1.9 -2.7 1.1
1.0 1.2 0.0
0.3 -0.4 0.6
-0.9 -0.1 -0.7
0.5 0.4 -0.4
-1.1 0.8 1.0
1.1 -3.1 1.9
-1.0 0.0 0.7
0.0 0.4 -0.6
0.0 0.5 -0.5
-0.7 -1.3 -0.4
1.0 -0.8 0.1
-0.4 0.0 0.8

2S+1	1
frontier orbital gap	7.57	eV